This record from OMol25 describes 10 unconnected molecules or ions with the total composition C29H64N8O13. The level of theory is ωB97M-V with the def2-TZVPD basis set.

Each atom is followed by the atoms it is bonded to, with distances in Å.
Geometry (Å):
1 O -15.78964 2.34512 -20.36685  C2 1.476
2 C -14.67124 2.84998 -19.54593  O1 1.476, C3 1.638, H5 1.090, H6 1.090
3 C -13.25974 2.95551 -20.36962  C2 1.638, O4 1.422, H7 1.090, H8 1.090
4 O -12.78861 1.74438 -20.94755  C3 1.422
5 H -14.55131 2.10999 -18.75464  C2 1.090
6 H -14.91254 3.78633 -19.04282  C2 1.090
7 H -12.45940 3.35762 -19.74845  C3 1.090
8 H -13.30030 3.64511 -21.21278  C3 1.090
9 C -15.34173 1.41776 -14.47322  C10 1.574, O14 1.368, H15 1.090, H16 1.090
10 C -14.34660 2.34270 -15.26784  C9 1.574, O11 1.393, H17 1.090, H18 1.090
11 O -13.18991 1.56866 -15.31963  C10 1.393, C12 1.354
12 C -13.35716 0.43886 -14.59289  O11 1.354, O13 1.206, O14 1.295
13 O -12.54288 -0.44478 -14.48901  C12 1.206
14 O -14.52718 0.40779 -14.03974  C9 1.368, C12 1.295
15 H -16.24353 1.08200 -14.98519  C9 1.090
16 H -15.70418 1.84420 -13.53786  C9 1.090
17 H -14.03187 3.18191 -14.64755  C10 1.090
18 H -14.74913 2.72821 -16.20457  C10 1.090
19 C -8.76897 1.79355 -20.51094  C20 1.553, H24 1.090, H25 1.090, H26 1.090
20 C -8.83357 3.29174 -20.10631  C19 1.553, O21 1.216, N22 1.283
21 O -8.44813 4.19292 -20.82674  C20 1.216
22 N -9.34439 3.71518 -19.00812  C20 1.283, C23 1.472, H27 1.010
23 C -9.88008 2.81777 -17.97119  N22 1.472, H28 1.090, H29 1.090, H30 1.090
24 H -9.59204 1.17502 -20.15308  C19 1.090
25 H -7.84889 1.49979 -20.00571  C19 1.090
26 H -8.67544 1.57462 -21.57462  C19 1.090
27 H -9.22307 4.67946 -18.73325  N22 1.010
28 H -10.72535 2.17569 -18.21889  C23 1.090
29 H -10.35457 3.44734 -17.21847  C23 1.090
30 H -9.07433 2.25255 -17.50279  C23 1.090
31 C -19.64771 3.32350 -20.99206  C32 1.525, H36 1.090, H37 1.090, H38 1.090
32 C -19.33545 4.44455 -20.00579  C31 1.525, O33 1.193, N34 1.313
33 O -20.16494 5.21247 -19.62331  C32 1.193
34 N -18.06281 4.49517 -19.68880  C32 1.313, C35 1.464, H39 1.010
35 C -17.51019 5.34016 -18.62837  N34 1.464, H40 1.090, H41 1.090, H42 1.090
36 H -19.44901 2.30456 -20.65983  C31 1.090
37 H -19.18354 3.47480 -21.96660  C31 1.090
38 H -20.69193 3.48293 -21.26094  C31 1.090
39 H -17.35731 3.87506 -20.06009  N34 1.010
40 H -18.06256 6.27830 -18.57473  C35 1.090
41 H -16.48405 5.51906 -18.94953  C35 1.090
42 H -17.35471 4.89365 -17.64625  C35 1.090
43 C -8.06418 5.84428 -23.66604  C44 1.558, H48 1.090, H49 1.090, H50 1.090
44 C -9.54817 6.24583 -23.41131  C43 1.558, O45 1.183, N46 1.348
45 O -10.29183 6.53496 -24.28491  C44 1.183
46 N -9.92212 6.16589 -22.11859  C44 1.348, C47 1.463, H51 1.010
47 C -11.27823 6.39944 -21.62057  N46 1.463, H52 1.090, H53 1.090, H54 1.090
48 H -8.01857 4.80686 -23.99736  C43 1.090
49 H -7.74777 5.75361 -22.62693  C43 1.090
50 H -7.62455 6.43683 -24.46836  C43 1.090
51 H -9.29684 5.52509 -21.65115  N46 1.010
52 H -11.79862 7.26913 -22.02173  C47 1.090
53 H -11.12458 6.83718 -20.63422  C47 1.090
54 H -11.75358 5.47529 -21.29179  C47 1.090
55 C -17.35171 4.00674 -24.95261  C56 1.479, H60 1.090, H61 1.090, H62 1.090
56 C -16.58546 3.44592 -23.81812  C55 1.479, O57 1.218, N58 1.321
57 O -16.53001 2.27137 -23.50194  C56 1.218
58 N -16.06566 4.28132 -22.93662  C56 1.321, C59 1.464, H63 1.010
59 C -15.87252 5.72746 -23.06039  N58 1.464, H64 1.090, H65 1.090, H66 1.090
60 H -18.18508 4.43031 -24.39208  C55 1.090
61 H -17.66538 3.15293 -25.55321  C55 1.090
62 H -16.70878 4.75990 -25.40812  C55 1.090
63 H -15.76891 3.84485 -22.07549  N58 1.010
64 H -14.83952 6.06472 -22.97520  C59 1.090
65 H -16.49136 6.27038 -22.34597  C59 1.090
66 H -15.97494 6.01197 -24.10761  C59 1.090
67 C -12.51190 2.65568 -26.19093  C68 1.510, H72 1.090, H73 1.090, H74 1.090
68 C -12.72734 2.17212 -24.77678  C67 1.510, O69 1.176, N70 1.323
69 O -13.78852 1.73625 -24.52010  C68 1.176
70 N -11.87161 2.45065 -23.80723  C68 1.323, C71 1.408, H75 1.010
71 C -10.54474 2.85023 -24.05909  N70 1.408, H76 1.090, H77 1.090, H78 1.090
72 H -11.45264 2.48204 -26.38045  C67 1.090
73 H -12.88679 3.67121 -26.31839  C67 1.090
74 H -13.20188 2.05969 -26.78827  C67 1.090
75 H -11.93134 2.25734 -22.81769  N70 1.010
76 H -10.07963 3.12008 -23.11097  C71 1.090
77 H -10.35082 3.78758 -24.58050  C71 1.090
78 H -9.97775 2.06953 -24.56616  C71 1.090
79 C -12.78993 5.95265 -16.95016  C80 1.489, H84 1.090, H85 1.090, H86 1.090
80 C -13.53815 7.11130 -16.39016  C79 1.489, O81 1.211, N82 1.301
81 O -14.55224 6.85835 -15.77849  C80 1.211
82 N -13.11114 8.31678 -16.62807  C80 1.301, C83 1.468, H87 1.010
83 C -13.82763 9.46897 -16.06856  N82 1.468, H88 1.090, H89 1.090, H90 1.090
84 H -12.02829 6.39657 -17.59121  C79 1.090
85 H -13.29017 5.20765 -17.56889  C79 1.090
86 H -12.39541 5.41010 -16.09104  C79 1.090
87 H -12.43532 8.41671 -17.37198  N82 1.010
88 H -13.10154 9.83900 -15.34470  C83 1.090
89 H -14.79887 9.26280 -15.61880  C83 1.090
90 H -13.91833 10.16259 -16.90449  C83 1.090
91 C -15.48902 -3.38434 -18.43232  C92 1.579, H96 1.090, H97 1.090, H98 1.090
92 C -15.94709 -1.88540 -18.62322  C91 1.579, O93 1.249, N94 1.305
93 O -15.97756 -1.47127 -19.80168  C92 1.249
94 N -16.39409 -1.14999 -17.64198  C92 1.305, C95 1.538, H99 1.010
95 C -16.98935 0.26714 -17.70600  N94 1.538, H100 1.090, H101 1.090, H102 1.090
96 H -14.40889 -3.49048 -18.33158  C91 1.090
97 H -15.92855 -3.83035 -19.32451  C91 1.090
98 H -16.05390 -3.70222 -17.55598  C91 1.090
99 H -16.54247 -1.78927 -16.87424  N94 1.010
100 H -16.86059 0.59575 -18.73729  C95 1.090
101 H -16.29727 0.81611 -17.06744  C95 1.090
102 H -18.00065 0.38291 -17.31614  C95 1.090
103 C -11.83621 -3.90388 -21.12064  C104 1.491, H108 1.090, H109 1.090, H110 1.090
104 C -12.32922 -2.71213 -20.37297  C103 1.491, O105 1.254, N106 1.344
105 O -13.43920 -2.25290 -20.73241  C104 1.254
106 N -11.60873 -2.31243 -19.31072  C104 1.344, C107 1.479, H111 1.010
107 C -12.05165 -1.13092 -18.53924  N106 1.479, H112 1.090, H113 1.090, H114 1.090
108 H -10.84598 -3.59533 -21.45579  C103 1.090
109 H -12.44904 -4.12500 -21.99452  C103 1.090
110 H -11.83484 -4.79178 -20.48840  C103 1.090
111 H -10.72838 -2.73504 -19.05291  N106 1.010
112 H -11.14679 -0.52955 -18.45155  C107 1.090
113 H -12.47563 -1.48707 -17.60035  C107 1.090
114 H -12.67552 -0.35120 -18.97619  C107 1.090

The calculation puts the highest occupied orbital energy (alpha / beta) at 3.82 / 1.87 eV. Its net charge is -3. Its spin multiplicity is 2. For the lowest unoccupied orbital energy (alpha / beta), the calculation gives 5.494 / 5.447 eV.